Formula: C4H6O2
Source: the Open Molecules 2025 dataset
Level of theory: ωB97M-V/def2-TZVPD

XYZ file:
```
12
Properties=species:S:1:pos:R:3:forces:R:3:nbo_charge:R:1
O 1.1467 -1.3488 1.0646 -0.225 -0.139 -0.614 -0.693
C 0.6666 -0.0625 0.9088 -0.894 0.241 -0.003 0.129
C 0.5310 0.7518 -0.3876 0.598 0.370 -0.487 0.024
C -0.4546 -0.1673 -1.0701 0.146 -0.043 -0.148 -0.457
C -0.9702 0.0950 0.3676 0.167 0.251 0.293 0.033
O -0.5836 1.4804 0.2305 0.022 0.638 -0.540 -0.523
H 1.2250 0.5726 1.6326 -1.418 -0.227 0.222 0.194
H 1.2800 1.3933 -0.8357 0.270 -0.056 -0.092 0.192
H -0.1410 -1.1562 -1.4198 0.019 0.099 0.278 0.202
H -1.0280 0.3683 -1.8344 -0.101 -0.235 0.233 0.221
H 0.3870 -1.8642 0.7819 0.393 -0.731 -0.050 0.473
H -2.0589 -0.0623 0.5616 1.022 -0.168 0.907 0.206
```
Forces are in eV/Å.

Output
lowest unoccupied orbital energy: 0.86 eV
orbital gap: 0.385 Ha



Formula: C27H29O3
Source: the Open Molecules 2025 dataset
Level of theory: ωB97M-V/def2-TZVPD

XYZ file:
```
59
Properties=species:S:1:pos:R:3:forces:R:3:nbo_charge:R:1
C -4.9120 -0.0687 -1.6145 -0.309 0.019 0.132 -0.660
C -3.7763 0.7774 -2.0852 1.110 -1.074 0.508 -0.009
O -2.5270 0.1692 -1.2057 -0.167 1.049 -0.575 -0.489
C -1.3153 0.5281 -1.4389 -0.715 0.182 -0.856 0.977
C -0.3836 0.9231 -0.3056 -1.220 1.931 -0.551 -0.301
C 0.3852 2.0905 -0.9173 0.016 0.621 0.100 -0.598
O -0.9430 0.8381 -2.6591 -0.121 -1.202 0.336 -0.511
C -1.1620 -0.1823 -3.7633 0.163 0.365 0.352 -0.054
C -0.9831 0.5016 -5.0955 -0.124 0.030 -0.159 -0.645
H -5.8167 0.1774 -2.1825 0.172 0.077 0.036 0.253
H -4.7007 -1.1283 -1.7749 -0.010 0.135 0.057 0.240
H -5.1186 0.1170 -0.5558 0.055 -0.127 -0.204 0.243
H -3.5063 0.6234 -3.1314 -0.086 0.227 0.310 0.199
H -3.8329 1.8353 -1.8070 0.296 -0.358 0.023 0.223
H -1.1221 1.3273 0.4233 0.508 -0.071 -0.256 0.253
H 0.8726 2.6853 -0.1332 -0.277 -0.270 -0.362 0.255
H 1.1266 1.7430 -1.6566 -0.375 0.308 0.284 0.227
H -0.3852 2.7083 -1.3840 0.545 0.352 -0.236 0.213
H -0.3832 -0.9244 -3.5498 -0.324 0.061 -0.158 0.223
H -2.1673 -0.5935 -3.6386 0.382 -0.176 -0.047 0.188
H -0.9404 -0.2770 -5.8685 0.005 0.135 0.187 0.247
H -1.8364 1.1466 -5.3383 0.236 -0.057 0.121 0.223
H -0.0561 1.0844 -5.1585 -0.229 -0.193 0.161 0.243
C 3.7425 3.0164 5.3788 0.295 0.288 -0.537 -0.259
O 3.8199 3.0333 3.9369 -0.410 -0.557 0.071 -0.490
C 3.0181 2.2080 3.2040 -0.685 -0.089 0.017 0.331
C 3.2282 2.2031 1.8088 0.052 -0.127 0.631 -0.248
C 2.4389 1.4136 0.9894 0.155 0.310 0.027 -0.208
C 1.3554 0.6510 1.4620 0.278 0.043 0.364 -0.079
C 0.4294 -0.0707 0.4580 1.200 -1.651 1.381 -0.089
C -0.6259 -0.9831 1.0984 0.324 -0.496 0.178 -0.028
C -0.6295 -2.2163 0.4441 -0.512 -0.242 0.381 0.008
C -1.5321 -3.2223 0.7941 -0.156 0.650 -0.078 -0.221
C -2.4729 -2.9461 1.7939 -0.038 0.013 -0.217 -0.188
C -2.4491 -1.7239 2.4810 0.257 0.073 -0.145 -0.207
C -1.5007 -0.7399 2.1497 -0.377 -0.305 -0.107 -0.220
C 0.4980 -2.2791 -0.4827 0.249 -0.362 -0.395 -0.001
C 1.2204 -1.0746 -0.4215 0.108 -0.542 0.420 -0.047
C 2.5395 -1.0849 -0.8728 0.023 -0.204 -0.471 -0.195
C 3.0099 -2.1834 -1.6205 -0.279 -0.039 0.208 -0.208
C 2.2138 -3.3236 -1.7977 -0.372 0.194 -0.068 -0.198
C 0.9606 -3.4043 -1.1720 0.150 0.706 -0.238 -0.219
C 1.2022 0.6095 2.8552 0.114 0.183 -0.046 -0.128
C 1.9759 1.4006 3.7181 0.701 0.340 -0.080 -0.320
H 4.5402 3.7095 5.6801 -0.376 -0.303 0.045 0.213
H 2.7750 3.3903 5.7286 0.090 -0.077 -0.068 0.183
H 3.9438 2.0209 5.7894 -0.067 0.101 -0.162 0.187
H 4.0171 2.8354 1.3991 -0.163 -0.287 0.099 0.234
H 2.6942 1.4231 -0.0662 -0.231 0.130 0.244 0.211
H -1.5030 -4.1603 0.2435 -0.184 0.045 0.314 0.220
H -3.2494 -3.6806 2.0178 0.337 0.182 0.086 0.225
H -3.1581 -1.5311 3.2927 0.288 -0.144 -0.332 0.227
H -1.4271 0.1702 2.7401 -0.287 -0.065 -0.249 0.226
H 3.2487 -0.3071 -0.6073 -0.246 -0.043 -0.346 0.227
H 4.0183 -2.1510 -2.0473 -0.414 -0.039 0.260 0.229
H 2.5560 -4.1475 -2.4251 0.046 0.191 0.305 0.227
H 0.3201 -4.2850 -1.2268 0.407 0.062 0.004 0.219
H 0.4966 -0.0721 3.3216 0.053 0.275 -0.169 0.215
H 1.7690 1.4002 4.7955 0.139 -0.176 -0.532 0.229
```
Forces are in eV/Å.

Output
lowest unoccupied orbital energy: -3.82 eV
orbital gap: 0.252 Ha
net charge: +1



Formula: C57H71NO6
Source: the Open Molecules 2025 dataset
Level of theory: ωB97M-V/def2-TZVPD

XYZ file:
```
135
Properties=species:S:1:pos:R:3:forces:R:3:lowdin_spin:R:1
C -5.2116 1.6076 -0.9538 0.591 0.046 0.734 0.035
N -4.1646 2.5360 -1.3626 -4.706 -1.276 2.339 0.410
O -4.1150 2.7795 -2.5347 0.386 1.310 -6.795 0.280
O -3.2336 2.7731 -0.6008 3.822 0.616 3.841 0.197
H -4.7670 0.6189 -1.0682 -0.192 -0.623 0.209 0.018
H -6.1365 1.6538 -1.5288 0.321 0.358 -0.315 0.004
H -5.4382 1.8126 0.0924 0.009 -0.256 0.153 0.004
C -0.1701 -0.6888 5.2815 -0.663 0.731 1.006 0.000
O 0.5162 -1.7932 4.7624 0.785 -0.040 0.584 0.000
C 1.1168 -2.6549 5.7595 0.781 -1.211 -1.212 0.000
C 2.5926 -2.3774 6.2430 -0.965 1.344 0.078 0.000
O 2.7243 -2.2280 7.6547 -0.465 1.857 -0.723 0.000
C 2.6754 -3.3765 8.4482 0.765 -0.141 -1.336 0.000
H 0.4349 -0.0061 5.8781 0.518 -0.080 0.050 0.000
H -0.9946 -0.9775 5.9333 -0.100 -0.466 0.281 0.000
H -0.6757 -0.0433 4.5633 0.481 -0.487 -0.808 0.000
H 1.2158 -3.5863 5.2019 -0.359 -0.211 -0.024 0.000
H 0.4365 -2.8618 6.5855 -0.008 0.398 0.218 0.000
H 2.8642 -1.4430 5.7519 -0.107 0.613 0.550 0.000
H 3.3923 -2.9875 5.8231 -0.395 -1.115 0.146 0.000
H 2.6832 -3.0615 9.4916 -0.202 -0.217 -0.135 0.000
H 3.6032 -3.8768 8.1707 0.113 -0.863 0.653 0.000
H 1.8347 -4.0014 8.1469 -0.210 -0.198 0.515 0.000
C -0.2589 4.8230 1.1086 -0.773 -1.244 1.179 0.000
O -0.8302 4.3316 2.3905 0.574 1.189 -1.054 0.000
C -2.2647 4.2014 2.3887 0.888 -0.058 -0.665 0.001
C -2.7439 4.1271 3.7969 -0.133 -1.309 0.026 0.000
O -2.3389 2.8525 4.4316 -2.086 1.409 -0.514 0.000
C -1.0602 2.8578 4.8998 2.430 0.061 0.338 0.000
H -0.5830 5.8270 0.8350 -0.486 -0.096 0.087 0.000
H -0.5408 4.0619 0.3811 -0.021 0.368 -0.410 0.000
H 0.8294 4.8641 1.1545 -0.031 -0.265 0.526 0.000
H -2.5716 3.3219 1.8228 0.004 -0.177 -0.159 0.000
H -2.7500 5.0471 1.9016 0.048 0.327 -0.118 0.001
H -3.8334 4.1367 3.7644 -0.070 -0.383 0.112 0.000
H -2.4752 5.0466 4.3169 0.583 -0.312 0.632 0.000
H -0.7859 2.0160 5.5356 -0.910 -0.285 0.294 0.000
H -0.8203 3.7491 5.4796 -0.010 0.298 0.073 0.000
H -0.3144 2.7737 4.1093 0.034 0.342 -0.342 0.000
C -0.5436 0.8076 0.4416 0.703 -0.808 1.161 0.003
C -0.1693 -0.4654 0.8497 0.524 0.082 -0.756 0.001
C 0.4911 -1.2974 -0.0534 0.348 -0.787 0.864 0.001
C 0.8216 -0.9017 -1.3290 0.011 0.628 0.343 0.001
C 0.5540 0.4203 -1.6454 -0.051 -0.620 -1.487 0.002
C -0.1400 1.2416 -0.8089 -0.826 1.185 0.643 0.005
H -0.9577 1.3947 1.2479 -0.463 0.667 -0.570 0.001
H -0.2774 -0.7700 1.8802 -0.238 -0.127 0.037 0.000
H 0.8657 -2.2362 0.3269 -0.199 -0.385 -0.150 0.000
H 1.3288 -1.5353 -2.0415 0.060 -0.169 0.099 0.000
H 0.8079 0.7475 -2.6429 0.089 0.308 -0.099 0.000
H -0.4104 2.2453 -1.1020 -0.024 0.077 -0.200 0.003
C -3.3243 -1.3142 -4.2591 -1.087 -0.457 -1.565 0.003
C -2.7924 -0.9977 -3.0531 1.007 1.055 1.020 0.005
C -3.0701 -1.7397 -1.9634 -0.435 -1.853 1.293 0.004
C -3.8280 -2.8959 -2.1004 -0.116 -0.465 0.191 0.002
C -4.3655 -3.3060 -3.3146 0.030 2.112 -0.294 0.001
C -4.2142 -2.4013 -4.4144 1.073 -0.975 1.089 0.001
H -3.0354 -0.6773 -5.0821 -0.382 -0.041 -0.352 0.001
H -2.1427 -0.1745 -2.7949 0.052 0.473 -0.963 0.002
H -2.6200 -1.5041 -1.0103 -0.127 0.161 0.186 0.001
H -4.0329 -3.5206 -1.2436 0.154 -0.040 0.234 0.000
H -4.9656 -4.2028 -3.2687 -0.133 -0.026 -0.662 0.000
H -4.6558 -2.6391 -5.3709 0.005 0.114 -0.120 0.000
C -0.1141 6.7067 -3.2833 0.084 -0.355 -0.529 0.000
C -0.4165 5.5852 -2.5110 -0.263 1.002 0.705 0.000
C -1.6360 5.5759 -1.8455 -0.373 -0.209 -0.052 0.002
C -2.5829 6.5502 -2.1241 -0.107 0.307 0.554 0.001
C -2.2729 7.6718 -2.8613 0.144 -0.454 -0.465 0.000
C -1.0233 7.7399 -3.4702 -0.225 0.209 0.333 0.000
H 0.8405 6.7207 -3.7882 0.159 0.210 -0.069 0.000
H 0.3469 4.8467 -2.3155 -0.040 -0.189 -0.058 0.000
H -1.9325 4.8698 -1.0840 0.122 -0.671 -0.422 0.001
H -3.5668 6.4750 -1.6853 -0.043 -0.125 0.164 0.000
H -3.0310 8.4307 -2.9863 0.090 0.214 -0.157 0.000
H -0.7947 8.6249 -4.0454 0.310 -0.040 -0.171 0.000
C 1.9262 -6.1763 3.1635 0.207 -1.258 -0.820 0.000
C 2.4380 -4.9767 2.7512 1.204 -0.689 0.826 0.000
C 1.6130 -4.0189 2.3149 -1.553 2.166 0.394 0.000
C 0.2181 -4.2114 2.3251 0.979 0.523 -0.727 0.000
C -0.2955 -5.4544 2.6017 0.071 0.385 0.181 0.000
C 0.5775 -6.4451 3.0350 -0.396 -0.401 0.359 0.000
H 2.6954 -6.9171 3.3245 -0.419 -0.535 0.721 0.000
H 3.4926 -4.8186 2.9218 0.177 0.225 -0.399 0.000
H 2.0338 -3.0310 2.1989 -0.221 0.244 -0.462 0.000
H -0.4199 -3.3751 2.0801 -0.104 -0.027 -0.144 0.000
H -1.3630 -5.5822 2.4987 -0.062 -0.364 0.222 0.000
H 0.1573 -7.3938 3.3349 0.155 -0.247 -0.098 0.000
C 4.3948 4.6443 -1.5855 -0.976 -0.653 0.500 0.000
C 5.3600 4.8008 -0.6179 -0.733 -0.303 0.906 0.000
C 5.2624 4.0647 0.5878 0.452 0.167 -0.584 0.000
C 4.2676 3.1154 0.7829 -0.692 -0.105 -1.821 0.000
C 3.2692 2.9152 -0.2274 1.936 1.353 0.549 0.000
C 3.3246 3.7371 -1.3772 0.290 -0.596 0.509 0.000
H 4.4553 5.2697 -2.4639 -0.239 -0.134 -0.211 0.000
H 6.0944 5.5760 -0.7797 0.351 -0.161 0.252 0.000
H 6.0448 4.2236 1.3152 -0.032 -0.094 0.269 0.000
H 4.2392 2.4063 1.5970 0.212 0.348 0.405 0.000
H 2.5912 2.1088 0.0104 -0.568 0.199 -0.677 0.000
H 2.5639 3.6400 -2.1377 -0.076 -0.055 -0.093 0.000
C 1.2380 -1.5987 -7.5387 0.411 0.137 -0.663 0.000
C 1.4115 -1.4660 -6.1580 0.564 -0.374 -0.511 0.000
C 2.5782 -0.9040 -5.6327 0.716 0.510 -0.781 0.000
C 3.5692 -0.4361 -6.5050 -1.194 -0.037 -2.297 0.000
C 3.3394 -0.5345 -7.9282 -0.204 -0.288 1.111 0.000
C 2.1852 -1.1069 -8.4722 0.665 -0.222 2.205 0.000
H 0.3998 -2.1571 -7.9285 -0.289 0.075 0.140 0.000
H 0.7127 -1.9341 -5.4806 -0.252 0.159 -0.003 0.000
H 2.7481 -0.8243 -4.5692 -0.163 -0.098 0.140 0.000
H 4.4811 0.0742 -6.2321 0.004 -0.205 0.538 0.000
H 4.0902 -0.2353 -8.6445 0.308 0.285 0.213 0.000
H 2.1811 -1.2745 -9.5391 -0.571 0.021 -0.020 0.000
C -4.8362 -2.2892 1.3497 0.350 -1.315 0.610 0.001
C -5.3258 -1.0281 1.5592 -0.223 1.331 0.034 0.002
C -4.6510 -0.0551 2.3269 1.395 -1.504 0.431 0.002
C -3.4208 -0.4503 2.9286 -0.706 -0.848 -0.927 0.000
C -2.9258 -1.7480 2.6790 -0.642 0.063 -0.292 0.000
C -3.6529 -2.6980 1.9484 0.924 1.494 0.025 0.000
H -5.3928 -3.0150 0.7754 -0.167 0.134 -0.239 0.000
H -6.2404 -0.8094 1.0281 -0.133 0.447 0.124 0.001
H -4.9805 0.9663 2.4474 -0.258 -0.074 -0.093 0.001
H -2.8171 0.2034 3.5406 -0.159 0.399 -0.105 0.000
H -1.9252 -2.0574 2.9425 0.083 0.283 0.624 0.000
H -3.1250 -3.6176 1.7435 -0.443 -0.375 -0.116 0.000
C 4.5337 -3.6644 -2.2169 -0.208 0.935 0.372 0.000
C 3.1941 -3.7493 -1.9016 -1.590 -1.665 -1.322 0.000
C 2.2970 -4.3810 -2.8577 2.253 0.575 0.476 0.000
C 2.8775 -4.8969 -4.0421 -1.098 -0.063 0.672 0.000
C 4.2131 -4.7853 -4.3211 1.076 0.553 0.713 0.000
C 5.0235 -4.0962 -3.4155 0.267 -0.145 -1.097 0.000
H 5.1960 -3.1151 -1.5642 0.056 -0.056 0.232 0.000
H 2.8995 -3.4286 -0.9133 -0.500 0.146 -0.104 0.000
H 1.2332 -4.4898 -2.7064 -0.002 0.115 0.241 0.000
H 2.2910 -5.4226 -4.7810 -0.452 0.015 0.121 0.000
H 4.6586 -5.2322 -5.1975 -0.157 0.147 -0.231 0.000
H 6.0196 -3.7744 -3.6811 0.308 -0.503 -0.063 0.000
```
Forces are in eV/Å.

Output
⟨S²⟩: 0.753
lowest unoccupied orbital energy (alpha / beta): 2.05 / 2.05 eV
orbital gap (alpha / beta): 0.100 / 0.238 Ha
multiplicity: 2
net charge: -1



What did we get for largest force on an atom? Answer: 1.45, 2.46, 6.93 eV Å⁻¹, in the order shown.